# C12H22BrN4

A 3-piece molecular cluster, C12H22BrN4 overall at a distorted geometry (ωB97M-V/def2-TZVPD, the OMol25 dataset).

Its total charge is +1. The relative energy (zero: lowest compared OMol25 entry of this formula, charge and spin) comes out at 151.3 kJ/mol. The calculation puts the frontier orbital gap at 7.04 eV. As for the LUMO energy: -2.432 eV.

Last column: Löwdin charge in e.
CARTESIAN COORDINATES (ANGSTROEM)
C: -25.1766 1.9879 -22.5536  -0.080
C: -24.3111 1.1404 -21.5911  -0.144
N: -25.0093 -0.1239 -21.1279  -0.014
C: -26.1094 -0.2569 -20.2405  0.008
C: -26.3086 -1.5904 -20.0632  -0.056
N: -25.4040 -2.2950 -20.7692  -0.064
C: -24.5818 -1.3805 -21.4333  0.029
C: -25.2743 -3.7927 -20.7945  0.033
H: -25.9812 1.5143 -23.1160  0.083
H: -24.7008 2.5743 -23.3396  0.070
H: -25.7096 2.7244 -21.9524  0.067
H: -24.0546 1.8289 -20.7858  0.117
H: -23.3615 0.9252 -22.0810  0.074
H: -26.4551 0.5903 -19.6668  0.133
H: -26.9926 -2.0488 -19.3644  0.141
H: -23.7734 -1.5723 -22.1232  0.084
H: -25.4385 -4.2046 -19.7987  0.099
H: -24.2666 -4.0855 -21.0891  0.098
H: -25.8767 -4.3010 -21.5474  0.101
C: -20.3157 6.5786 -26.1887  -0.090
C: -19.2367 5.7957 -25.5836  -0.170
N: -19.9699 4.8106 -24.7786  -0.066
C: -20.5911 5.0432 -23.5860  -0.015
C: -21.0983 3.8478 -23.1987  0.001
N: -20.6582 2.8653 -24.0828  -0.094
C: -19.9861 3.4382 -25.0555  0.036
C: -21.0056 1.4573 -24.0412  -0.034
H: -19.8841 7.5163 -26.5386  0.091
H: -21.1661 6.9167 -25.5966  0.089
H: -20.7350 6.0767 -27.0607  0.095
H: -18.6238 6.3429 -24.8673  0.136
H: -18.6380 5.3037 -26.3501  0.137
H: -20.6549 6.0132 -23.1153  0.148
H: -21.7601 3.6468 -22.3693  0.132
H: -19.5656 3.0136 -25.9552  0.175
H: -21.1769 1.1621 -25.0764  0.054
H: -21.9653 1.2304 -23.5769  0.016
H: -20.0878 1.0361 -23.6310  0.115
Br: -23.3080 -0.9420 -25.0069  -0.531



# C12H22O11

One molecule with the formula C12H22O11 (ωB97M-V/def2-TZVPD, the OMol25 dataset).

Its total charge is 0. The relative energy (zero: lowest compared OMol25 entry of this formula, charge and spin) comes out at 0.0 kJ/mol. The calculation puts the frontier orbital gap at 10.68 eV. As for the LUMO energy: 0.627 eV.

Last column: Löwdin charge in e.
CARTESIAN COORDINATES (ANGSTROEM)
O: 1.8135 3.0250 -1.3778  -0.050
C: 2.9109 2.2489 -0.9637  -0.167
C: 2.4359 0.9474 -0.3180  -0.245
O: 1.6225 0.2823 -1.2796  0.000
C: 1.0088 -0.8736 -0.7914  -0.289
O: 0.1362 -0.5986 0.2825  -0.024
C: -1.1199 -0.0478 -0.0969  -0.189
C: -2.1134 -1.1782 -0.4060  -0.264
O: -1.7520 -1.7947 -1.6167  0.010
C: -3.5376 -0.6287 -0.4869  -0.265
O: -4.4213 -1.7073 -0.6716  0.009
C: -3.8540 0.1390 0.8071  -0.378
O: -5.1417 0.6557 0.7764  0.044
O: -2.9573 1.1997 0.9562  -0.008
C: -1.6036 0.8258 1.0763  -0.225
C: -0.8080 2.1442 1.1709  -0.180
O: -0.7396 2.7930 -0.0686  -0.038
C: 2.0404 -1.8933 -0.2766  -0.243
O: 1.4147 -3.0140 0.2868  0.015
C: 2.9724 -1.2225 0.7435  -0.278
O: 4.0153 -2.0890 1.1243  0.006
C: 3.5842 0.0446 0.1354  -0.282
O: 4.3640 0.7358 1.0731  0.017
H: 1.3437 2.5178 -2.0529  0.103
H: 3.5642 2.0158 -1.8120  0.138
H: 3.4653 2.8332 -0.2291  0.136
H: 1.8314 1.1871 0.5671  0.146
H: 0.4519 -1.2922 -1.6379  0.167
H: -1.0037 0.5799 -0.9881  0.171
H: -2.0749 -1.9155 0.4145  0.172
H: -2.4853 -2.3708 -1.8702  0.107
H: -3.6054 0.0742 -1.3340  0.178
H: -5.3047 -1.4080 -0.4200  0.103
H: -3.8026 -0.5593 1.6627  0.179
H: -5.0821 1.5479 0.4113  0.120
H: -1.4612 0.2498 2.0057  0.170
H: -1.3470 2.7869 1.8780  0.131
H: 0.1804 1.9233 1.5822  0.119
H: 0.1826 2.9505 -0.3331  0.058
H: 2.6397 -2.2543 -1.1200  0.175
H: 0.6499 -2.6935 0.7841  0.103
H: 2.3795 -0.9392 1.6299  0.172
H: 3.6392 -2.9752 1.2032  0.101
H: 4.1934 -0.2432 -0.7369  0.174
H: 4.9362 0.0829 1.4975  0.104



# C12H22O12S3

One molecule with the formula C12H22O12S3 at a distorted geometry (ωB97M-V/def2-TZVPD, the OMol25 dataset).

Its total charge is 0. The relative energy (zero: lowest compared OMol25 entry of this formula, charge and spin) comes out at 0.0 kJ/mol. The calculation puts the frontier orbital gap at 10.48 eV. As for the LUMO energy: 0.330 eV.

Last column: Löwdin charge in e.
CARTESIAN COORDINATES (ANGSTROEM)
C: -1.5024 -4.8373 1.1595  0.029
C: -1.1075 -3.4882 0.6025  -0.507
C: -0.8867 -3.4456 -0.8654  0.025
O: 0.1219 -3.0124 1.2243  0.021
C: -0.1181 -2.0881 2.2510  -0.278
O: 0.8477 -1.0377 2.2737  0.024
C: 0.1802 0.1592 1.6728  -0.116
C: 1.2090 0.7386 0.6755  -0.330
C: 1.5299 -0.1453 -0.4705  -0.133
O: 2.8306 0.1051 -1.0685  -0.226
S: 2.6420 0.9280 -2.5317  0.632
C: 4.3651 1.3024 -2.7368  -0.143
O: 2.1633 0.1964 -3.6500  -0.274
O: 1.7907 2.1088 -2.3865  -0.289
O: 0.6351 1.9222 0.3439  -0.219
S: 1.3132 3.3106 0.9904  0.685
C: 0.7502 4.5897 -0.0554  -0.110
O: 2.7514 3.3829 0.8838  -0.284
O: 0.8117 3.4419 2.3739  -0.288
C: -1.1020 -0.3380 1.0598  -0.224
O: -2.2074 0.6308 1.1015  -0.163
S: -2.4460 1.5673 -0.2607  0.737
C: -4.1529 1.2525 -0.9283  -0.092
O: -1.5356 1.2147 -1.3515  -0.296
O: -2.2391 2.9660 0.2303  -0.313
C: -1.4160 -1.4967 1.8772  -0.196
O: -2.0593 -2.4336 1.0141  0.008
H: -1.3754 -4.9434 2.2414  0.107
H: -2.4894 -4.8598 0.8240  0.071
H: -1.0256 -5.6254 0.6093  0.088
H: -1.7472 -3.9771 -1.4237  0.134
H: -0.0365 -4.0706 -1.0532  0.097
H: -0.8540 -2.5037 -1.2672  0.054
H: -0.0413 -2.5072 3.1963  0.151
H: -0.0239 0.8856 2.4455  0.165
H: 2.0829 1.0099 1.2875  0.164
H: 1.6776 -1.1736 -0.0640  0.158
H: 0.7173 -0.1634 -1.1371  0.104
H: 4.8830 0.4923 -3.4365  0.120
H: 4.7421 1.1356 -1.6869  0.070
H: 4.6390 2.3955 -2.9007  0.096
H: 1.1679 4.5039 -1.0768  0.088
H: -0.3193 4.6247 -0.1132  0.054
H: 1.1519 5.4759 0.4017  0.074
H: -0.9009 -0.6999 0.0668  0.137
H: -4.8096 1.8441 -0.2975  0.056
H: -4.2483 1.5742 -1.9564  0.064
H: -4.4879 0.1804 -0.8362  0.089
H: -1.8710 -1.0921 2.7479  0.179



# C12H22O3

One molecule with the formula C12H22O3 at a distorted geometry (ωB97M-V/def2-TZVPD, the OMol25 dataset).

Its total charge is 0. The relative energy (zero: lowest compared OMol25 entry of this formula, charge and spin) comes out at 46.3 kJ/mol. The calculation puts the frontier orbital gap at 9.84 eV. As for the LUMO energy: 0.828 eV.

Last column: Löwdin charge in e.
CARTESIAN COORDINATES (ANGSTROEM)
C: -4.0017 -0.9642 -1.5719  -0.068
O: -3.0891 -0.2879 -0.7444  -0.038
C: -1.7737 -0.5465 -0.9852  -0.417
O: -1.3375 -1.1178 -1.9898  0.083
C: -0.8090 0.1800 -0.0380  -0.120
C: 0.4880 0.6199 -0.7594  -0.032
C: 1.2238 1.7457 -0.4091  -0.088
C: 2.5281 2.0168 -1.0770  -0.430
C: 3.3894 0.7267 -1.0093  -0.080
C: 2.3006 2.4980 -2.5364  -0.068
C: -0.5126 -0.6906 1.2828  -0.481
C: 0.3477 0.0867 2.3156  -0.011
C: 0.1614 -2.0317 0.9305  -0.008
O: -1.8289 -0.9630 1.7891  -0.161
C: -1.9779 -1.6296 3.0687  -0.072
H: -3.9545 -2.0591 -1.3786  0.111
H: -4.9962 -0.5552 -1.4114  0.091
H: -3.7709 -0.7789 -2.6207  0.089
H: -1.3751 1.0920 0.2755  0.162
H: 0.8815 -0.0110 -1.5795  0.115
H: 0.8554 2.5142 0.3024  0.124
H: 3.0422 2.8011 -0.5144  0.124
H: 3.4486 0.2975 -0.0110  0.072
H: 4.4271 0.9370 -1.3180  0.077
H: 3.0281 -0.0053 -1.7231  0.067
H: 3.2282 2.6749 -3.0654  0.065
H: 1.8051 3.4773 -2.5118  0.077
H: 1.7010 1.7471 -3.0996  0.089
H: 0.5955 -0.5654 3.1494  0.084
H: 1.2619 0.4650 1.8958  0.061
H: -0.1695 0.9584 2.6532  0.082
H: 0.4154 -2.6463 1.7641  0.063
H: -0.4823 -2.5956 0.2589  0.093
H: 1.1284 -1.8397 0.4607  0.090
H: -1.8965 -0.9996 3.9256  0.067
H: -1.2832 -2.5098 3.2007  0.098
H: -2.9987 -2.0411 3.0812  0.091



# C12H22OSe

One molecule with the formula C12H22OSe at a distorted geometry (ωB97M-V/def2-TZVPD, the OMol25 dataset).

Its total charge is 0. The relative energy (zero: lowest compared OMol25 entry of this formula, charge and spin) comes out at 0.0 kJ/mol. The calculation puts the frontier orbital gap at 8.67 eV. As for the LUMO energy: 0.650 eV.

Last column: Löwdin charge in e.
CARTESIAN COORDINATES (ANGSTROEM)
C: 0.8591 -1.3426 -1.9730  -0.110
C: 0.9110 0.1108 -1.5005  -0.273
C: -0.2134 0.6209 -0.5420  -0.578
C: 0.1151 2.0411 -0.1076  -0.297
C: 0.4311 2.9873 -1.2812  -0.115
Se: -2.0754 0.6021 -1.3433  1.010
C: -1.7289 0.8476 -3.2825  -0.380
C: -0.3533 -0.4731 0.7198  -0.238
C: 0.7675 -0.3774 1.7796  -0.179
C: 0.7785 -1.5701 2.7216  -0.222
C: -0.6061 -1.9641 3.2010  -0.196
C: -1.8089 -1.7316 2.2831  -0.112
C: -1.5804 -0.4019 1.5846  -0.453
O: -2.2035 0.6171 1.7298  0.081
H: -0.1085 -1.6776 -2.3335  0.068
H: 1.2828 -1.8534 -1.1772  0.032
H: 1.5435 -1.5155 -2.9197  0.119
H: 1.8630 0.3694 -0.9724  0.129
H: 0.9696 0.7605 -2.3957  0.080
H: 0.9771 2.2123 0.6093  0.126
H: -0.8247 2.3794 0.4250  0.109
H: -0.3784 3.0092 -1.9911  0.032
H: 0.4760 4.0292 -0.7574  0.115
H: 1.1976 2.6874 -1.9922  0.062
H: -0.6970 0.4805 -3.4384  0.006
H: -2.3649 0.4243 -4.0440  0.016
H: -1.7918 1.9563 -3.2852  0.000
H: -0.1586 -1.4372 0.1386  0.136
H: 0.5015 0.5478 2.3000  0.120
H: 1.8398 -0.3261 1.4123  0.138
H: 1.5339 -1.2569 3.4529  0.112
H: 1.4081 -2.3501 2.2303  0.118
H: -0.6681 -1.4403 4.1885  0.127
H: -0.5709 -3.0831 3.4006  0.125
H: -2.8394 -1.7402 2.8419  0.152
H: -1.9294 -2.6092 1.5547  0.142



# C12H23F3NNiO5P2S

C12H23F3NNiO5P2S as an isolated structure at a distorted geometry (ωB97M-V/def2-TZVPD, the OMol25 dataset).

Its total charge is +1. The relative energy (zero: lowest compared OMol25 entry of this formula, charge and spin) comes out at 0.0 kJ/mol. The calculation puts the frontier orbital gap (spin up / spin down) at 8.48 / 7.09 eV. As for the LUMO energy (spin up / spin down): -3.961 / -5.897 eV. Its spin multiplicity is 3.

Last column: Löwdin spin population.
CARTESIAN COORDINATES (ANGSTROEM)
Ni: -0.1194 -0.0258 0.0488  0.814
P: 1.8677 -0.6650 0.5719  0.065
C: 2.3532 -1.3923 -1.0146  0.510
C: 1.2478 -1.5975 -1.9037  0.028
N: 0.0083 -1.0430 -1.5797  0.127
C: -1.1619 -1.4184 -2.1610  0.022
C: -1.1606 -2.4003 -3.1667  0.108
C: 0.0949 -2.7871 -3.6803  -0.003
C: 1.2852 -2.2992 -3.1406  0.113
C: -2.4747 -0.8420 -1.5444  -0.001
P: -2.0452 0.6184 -0.4741  0.010
H: 2.2707 -2.6389 -3.4634  0.004
H: -2.1160 -2.7420 -3.5870  0.005
H: 0.1226 -3.5484 -4.4658  -0.002
H: -3.2110 -0.5543 -2.3229  -0.001
H: -2.9851 -1.5958 -0.9043  0.000
H: 2.8334 1.4516 -1.8075  0.002
H: 3.3074 -1.1444 -1.5268  0.020
H: 1.2409 3.0315 -0.7467  0.000
O: 3.1320 2.2710 -2.2231  0.002
H: 2.5350 2.3880 -2.9952  0.000
H: 0.0333 1.1055 0.4281  0.021
O: 0.4681 3.4226 -0.2751  0.003
H: 0.7748 3.4096 0.6943  0.000
C: -2.3827 2.0108 -1.5728  0.003
H: -3.4245 1.9971 -1.9127  0.001
H: -2.1761 2.9319 -1.0187  0.000
H: -1.7184 1.9276 -2.4414  0.000
C: -3.2659 0.6750 0.8590  0.003
H: -3.0567 1.5677 1.4548  0.000
H: -4.3010 0.7195 0.5032  0.001
H: -3.1206 -0.1657 1.5448  0.000
C: 1.8451 -2.2724 1.4536  0.035
H: 2.7031 -2.8241 1.0288  0.004
H: 1.8688 -2.1401 2.5417  0.005
H: 0.9074 -2.7701 1.1737  0.000
C: 3.1129 0.4252 1.3435  0.009
H: 2.7884 0.6878 2.3622  0.001
H: 4.0766 -0.1027 1.3796  0.002
H: 3.2379 1.3673 0.7891  0.000
F: -1.2662 -0.0182 5.6152  0.001
C: -1.0909 0.9303 4.6720  0.004
F: -2.3153 1.3961 4.3156  0.000
F: -0.3873 1.9506 5.2107  0.000
S: -0.2030 0.2450 3.1948  0.003
O: 1.0922 -0.1987 3.6984  0.000
O: -1.0941 -0.8081 2.7002  0.012
O: -0.1315 1.4642 2.3445  0.070



# C12H23FeN7S

C12H23FeN7S as an isolated structure at a distorted geometry (ωB97M-V/def2-TZVPD, the OMol25 dataset).

Its total charge is +2. The relative energy (zero: lowest compared OMol25 entry of this formula, charge and spin) comes out at 214.4 kJ/mol. The calculation puts the frontier orbital gap (spin up / spin down) at 6.66 / 6.66 eV. As for the LUMO energy (spin up / spin down): -7.730 / -7.730 eV.

Last column: Löwdin charge in e.
CARTESIAN COORDINATES (ANGSTROEM)
Fe: -0.1549 -0.1002 -0.5302  0.240
C: -2.2811 0.6553 2.5833  0.026
C: -1.2094 0.5780 1.5282  -0.193
N: -0.8121 -0.6425 1.1061  -0.065
N: -1.7172 -1.6899 1.2121  0.004
C: -2.5144 -1.9551 0.1634  -0.767
N: -3.5396 -2.7904 0.2486  0.150
S: -2.0955 -1.2206 -1.3084  0.829
C: -0.6167 1.7778 1.0624  -0.219
C: -0.6080 2.9477 1.8776  0.042
C: -0.1706 4.1448 1.3740  0.006
C: 0.2484 4.2138 0.0392  0.029
C: 0.2589 3.0441 -0.6878  -0.072
N: -0.1311 1.8771 -0.1982  0.031
H: -3.1523 0.0708 2.2838  0.101
H: -2.6163 1.6748 2.7354  0.090
H: -1.9277 0.2583 3.5388  0.119
H: -1.8595 -2.1184 2.1242  0.177
H: -3.8096 -3.2561 1.1029  0.135
H: -4.0689 -3.0146 -0.5833  0.126
H: -0.9150 2.8801 2.9079  0.127
H: -0.1539 5.0250 1.9967  0.133
H: 0.5454 5.1425 -0.4129  0.131
H: 0.5764 3.0581 -1.7199  0.120
N: 0.5240 0.3441 -2.3636  -0.022
C: 1.5626 -0.5962 -2.8028  -0.184
C: 1.1925 -1.9922 -2.3265  -0.175
N: 0.8722 -1.9807 -0.8948  -0.122
C: 2.0098 -2.2167 0.0034  -0.161
C: 2.7585 -0.9143 0.2733  -0.185
N: 1.7560 0.1193 0.5438  0.023
H: -0.2890 0.2339 -2.9706  0.104
H: 0.8597 1.2901 -2.5342  0.092
H: 2.5185 -0.2886 -2.3810  0.109
H: 1.6675 -0.6016 -3.8911  0.136
H: 2.0105 -2.6839 -2.5498  0.137
H: 0.3044 -2.3310 -2.8625  0.119
H: 0.2308 -2.7535 -0.7418  0.108
H: 2.7024 -2.9601 -0.4053  0.134
H: 1.6089 -2.6018 0.9428  0.127
H: 3.3604 -0.6249 -0.5886  0.112
H: 3.4375 -1.0592 1.1202  0.134
H: 2.1868 1.0371 0.4779  0.115
H: 1.4508 0.0196 1.5075  0.102



# C12H23GdI2NO2P2

C12H23GdI2NO2P2 as an isolated structure at a distorted geometry (ωB97M-V/def2-TZVPD, the OMol25 dataset).

Its total charge is +2. The relative energy (zero: lowest compared OMol25 entry of this formula, charge and spin) comes out at 0.0 kJ/mol. The calculation puts the frontier orbital gap (spin up / spin down) at 3.78 / 7.32 eV. As for the LUMO energy (spin up / spin down): -8.199 / -7.660 eV. Its spin multiplicity is 9.

Last column: Löwdin spin population.
CARTESIAN COORDINATES (ANGSTROEM)
I: -0.0279 -4.8139 -1.7306  0.179
I: -1.7085 -3.8954 0.3655  0.083
Gd: 0.6657 -1.1730 -0.6923  7.543
P: 1.3441 -1.7514 1.9802  0.021
C: 0.6180 -1.4251 3.6149  0.004
C: 1.8117 -3.4962 1.8879  0.005
H: 2.4529 -3.7645 2.7342  -0.001
H: 3.5323 -1.2522 2.8032  0.000
H: 2.3305 -3.6788 0.9452  0.005
H: 3.4439 -1.0040 1.0451  0.006
H: -0.3460 -1.9673 3.7052  0.000
H: 0.9020 -4.1015 1.8482  0.000
C: 2.9170 -0.8672 1.9897  0.006
H: 1.3016 -1.7344 4.4374  0.001
H: 2.7691 0.2061 2.1015  0.000
H: 0.3901 -0.3414 3.7131  0.000
P: -1.3008 -0.4108 -2.5303  0.018
C: -2.9240 0.3986 -2.4486  0.002
C: -0.2685 0.7456 -3.4636  0.007
H: -0.4113 -2.2958 -3.7216  0.004
H: -1.8203 -1.5882 -4.5875  0.000
H: -1.9913 -2.6325 -3.1122  0.000
C: -1.4059 -1.8576 -3.6109  0.003
H: 0.7505 0.3692 -3.5648  0.007
H: -0.6996 0.8811 -4.4567  0.000
H: -3.3291 0.6415 -3.4566  0.001
H: -2.8288 1.3320 -1.8537  0.000
H: -0.1894 1.7042 -2.9512  0.000
H: -3.6344 -0.2551 -1.9013  0.000
C: -1.1449 -0.7556 0.4911  0.042
O: -1.9396 -0.1671 1.1106  0.023
O: 1.0012 0.9631 -0.2708  0.029
N: 0.7064 2.2114 0.3355  0.009
C: 0.4116 2.2457 1.6703  0.001
C: -0.3432 3.3267 2.1097  0.000
C: -0.5959 4.4080 1.2672  0.000
C: -0.0114 4.4195 0.0109  0.000
C: 0.6149 3.2598 -0.4932  0.000
H: 0.5148 1.3136 2.2525  0.000
H: -0.7664 3.3225 3.1250  0.000
H: -1.2912 5.2023 1.5806  0.000
H: -0.3131 5.1408 -0.7294  0.000
H: 0.8136 3.1373 -1.5497  0.000